{
  "formula": "C38H19Cl2N9Ru",
  "method": "ωB97M-V/def2-TZVPD",
  "elements": ["Ru", "Cl", "Cl", "N", "N", "N", "N", "N", "N", "N", "N", "N", "C", "C", "C", "C", "C", "C", "C", "C", "C", "C", "C", "C", "C", "C", "C", "C", "C", "C", "C", "C", "C", "C", "C", "C", "C", "C", "C", "C", "C", "C", "C", "C", "C", "C", "C", "C", "C", "C", "H", "H", "H", "H", "H", "H", "H", "H", "H", "H", "H", "H", "H", "H", "H", "H", "H", "H", "H"],
  "positions_angstrom": [[0.41351, -0.22520, 0.05421], [-1.05018, 3.47808, -1.63959], [-3.35350, -1.02397, 0.43807], [-0.95293, 0.84370, -0.55304], [-0.42827, -1.82078, 0.85354], [-0.69242, -1.07356, 3.13269], [1.83492, 2.56113, 1.32662], [0.50933, 0.60924, 1.88124], [-0.54857, -3.25472, -1.08614], [0.64068, -1.23353, -1.67594], [1.72045, 1.13584, -0.61175], [1.98769, 0.37686, -2.87978], [-0.07112, 0.10432, 3.00522], [-0.75842, -2.97289, 0.16901], [-2.20724, 1.25248, -0.58120], [1.28050, 3.17122, 4.35888], [-2.54714, -5.13316, 3.28406], [-2.01515, -3.86397, 3.44926], [-2.51058, -5.77382, 2.04031], [2.96301, 2.44762, -2.02919], [-4.65584, 1.17283, -0.29025], [-3.40856, 0.58837, -0.18187], [1.63508, -1.76821, -5.13862], [4.24895, 4.85363, -1.66508], [4.29229, 4.20821, -2.90455], [2.18001, 1.21183, -1.89515], [-3.67185, 3.15411, -1.21971], [0.14898, 1.03188, 4.08522], [0.12041, -3.92220, -4.09015], [1.11543, 1.79451, 2.16334], [3.64871, 2.99494, -3.10106], [1.16560, -1.73978, -3.82556], [1.29749, -0.76896, -2.76535], [0.15535, 2.08696, 6.21798], [-0.22448, 1.02114, 5.43014], [3.56183, 4.30170, -0.59377], [-1.94119, -5.16016, 0.93576], [-4.79970, 2.45286, -0.80232], [2.11125, 2.24898, 0.09565], [-1.45007, -3.24994, 2.34137], [-2.43215, 2.57290, -1.11571], [0.89605, 2.09717, 3.55262], [0.58328, -3.94085, -5.38928], [-0.82249, -1.94007, 2.16784], [1.33572, -2.87119, -5.91128], [0.41520, -2.80708, -3.30392], [0.90289, 3.15564, 5.68444], [-1.41273, -3.88811, 1.10230], [0.10384, -2.46285, -1.94052], [2.92015, 3.09006, -0.79400], [-2.03785, -3.35572, 4.40449], [1.85564, 3.98811, 3.94208], [4.75907, 5.80146, -1.54424], [-0.12342, 2.10872, 7.26454], [1.18295, 3.97759, 6.33226], [-5.78127, 2.90026, -0.88054], [-0.79844, 0.19524, 5.83067], [0.36664, -4.79178, -6.02388], [-5.51892, 0.60552, 0.03095], [-1.90768, -5.64496, -0.03123], [1.68222, -2.92040, -6.93642], [-3.75377, 4.15352, -1.62436], [-0.45721, -4.74180, -3.68219], [2.21393, -0.94096, -5.52902], [-3.00082, -5.63951, 4.12718], [3.51706, 4.79347, 0.36923], [3.66977, 2.48573, -4.05575], [-2.93684, -6.76481, 1.94312], [4.83490, 4.66710, -3.72188]],
  "forces_ev_per_a": [[1.0090, -0.8205, 0.5915], [0.0275, 0.0393, -0.0062], [-0.0074, -0.0641, 0.0027], [-0.5335, 0.5132, -0.7227], [-0.2584, 0.1306, -0.1679], [0.2053, 0.4697, 0.0991], [-0.2522, -0.1264, 0.4865], [-0.0029, 0.1330, -0.0909], [0.2221, 0.1744, -0.4884], [-0.1143, -0.0029, 0.0941], [-0.2878, 0.1899, -0.0069], [-0.2352, -0.4480, -0.0928], [-0.1173, -0.3666, -0.1784], [0.0215, 0.1974, 0.4074], [0.2537, -0.1059, 0.3205], [-0.0012, -0.0735, -0.1283], [-0.0102, -0.0354, -0.0210], [0.0220, 0.0270, -0.0218], [-0.0152, 0.0007, 0.0422], [0.0192, -0.0035, -0.0136], [0.0117, -0.0552, -0.0390], [-0.1166, 0.1386, 0.0085], [-0.0046, 0.0448, 0.0925], [0.0065, 0.0063, -0.0143], [0.0001, 0.0065, 0.0088], [0.0431, 0.1813, 0.2399], [0.0221, -0.0022, 0.0360], [0.0605, 0.2384, 0.2165], [0.0009, 0.0644, 0.1092], [0.1089, -0.0938, -0.4809], [0.0054, -0.0053, 0.0059], [-0.0508, -0.2302, -0.1995], [0.1541, 0.3506, 0.1580], [0.0696, 0.1196, -0.0108], [0.0066, -0.0528, -0.1028], [-0.0023, -0.0142, 0.0060], [0.0249, 0.0260, -0.0127], [-0.0483, 0.0191, -0.0021], [0.0298, -0.2218, -0.3968], [-0.0291, -0.0605, 0.0153], [-0.0910, -0.0068, -0.0265], [-0.0800, 0.0451, 0.3907], [0.0666, 0.0672, -0.0905], [0.0239, -0.2007, -0.2847], [-0.0610, -0.1124, 0.0082], [0.1070, -0.0513, -0.3464], [-0.0703, -0.0741, 0.1073], [-0.0081, -0.0399, 0.0627], [-0.1206, 0.0473, 0.4523], [0.0462, 0.0148, -0.0063], [-0.0030, -0.0013, 0.0012], [-0.0032, -0.0052, -0.0016], [-0.0021, 0.0010, 0.0001], [0.0014, 0.0029, -0.0039], [-0.0026, -0.0043, -0.0015], [-0.0049, 0.0029, -0.0004], [0.0012, 0.0031, -0.0044], [0.0013, 0.0052, 0.0004], [-0.0224, 0.0016, -0.0011], [-0.0002, -0.0014, -0.0001], [-0.0036, -0.0010, 0.0030], [-0.0050, 0.0079, -0.0029], [0.0015, 0.0061, 0.0017], [-0.0035, -0.0013, 0.0036], [-0.0018, 0.0003, -0.0003], [0.0005, 0.0021, -0.0007], [0.0008, 0.0032, -0.0019], [-0.0023, 0.0004, 0.0001], [-0.0018, 0.0013, -0.0009]],
  "mulliken_spin": [0.061, 0.011, 0.014, 0.447, 0.007, -0.002, 0.006, 0.007, -0.003, -0.001, 0.005, -0.003, 0.035, 0.002, -0.024, -0.001, -0.002, 0.002, 0.002, 0.001, -0.093, 0.165, 0.004, 0.002, -0.002, 0.010, -0.094, 0.002, 0.000, 0.015, 0.003, 0.001, 0.033, 0.000, 0.005, 0.000, -0.002, 0.192, -0.006, -0.001, 0.135, 0.002, 0.006, 0.005, 0.002, 0.002, 0.006, -0.002, 0.034, -0.005, 0.000, 0.000, 0.000, 0.000, 0.001, 0.021, 0.001, 0.001, -0.003, 0.000, 0.000, -0.005, 0.000, 0.001, 0.000, 0.000, 0.000, 0.000, 0.000],
  "gap_ev": [5.1, 5.0],
  "total_charge": -1,
  "spin_multiplicity": 2,
  "s2": 0.82,
  "e_above_lowest_ev": 0.000
}